Entry 1:
Computed, not measured: a molecular structure, C10H18ClGaMnNO3S in a non-equilibrium geometry, with ωB97M-V with the def2-TZVPD basis set.

Element x y z (Å)
C 0.554 3.400 -0.119
C 1.375 2.633 -0.547
C 2.264 1.595 -1.022
Ga 1.384 -0.198 -0.720
C -0.504 0.010 -0.014
C -1.395 0.585 -1.071
C -2.784 -0.017 -1.295
C -3.950 0.630 -0.525
S -3.675 1.356 1.076
O -2.588 2.273 0.996
O -4.940 1.776 1.562
Cl -3.126 -0.253 2.174
N 2.490 -1.406 0.242
C 2.338 -2.846 -0.046
C 2.420 -0.983 1.527
C 3.075 -1.796 2.613
O 1.874 0.094 1.764
H -0.080 4.105 0.364
H 2.486 1.783 -2.080
H 3.209 1.601 -0.482
H 1.205 -0.876 -2.341
H -0.918 -0.910 0.394
H -0.386 0.728 0.797
H -1.405 1.673 -1.033
H -0.749 0.333 -2.021
H -3.044 0.123 -2.349
H -2.757 -1.094 -1.130
H -4.717 -0.119 -0.338
H -4.413 1.436 -1.094
H 1.341 -3.070 -0.438
H 3.073 -3.166 -0.785
H 2.485 -3.460 0.838
H 2.412 -2.609 2.913
H 3.992 -2.255 2.248
H 3.271 -1.148 3.460
Mn 0.183 0.071 -3.519

Cartesian forces (eV/Å) of the 2 atoms listed first:
0.153 0.052 0.133
-0.245 -0.107 0.097

Calculated values
highest occupied orbital energy (spin up / spin down): -11.64 / -11.64 eV
orbital gap (spin up / spin down): 0.17179 / 0.17331 hartree
spin multiplicity: 6
total charge: +1
expectation value of S²: 8.761

For each atom in turn, the Mulliken charge in e is: C -0.01; C -0.31; C -0.75; Ga -0.42; C -0.75; C 1.99; C -0.60; C -0.91; S 1.05; O -0.44; O -0.57; Cl -0.17; N 0.04; C -0.92; C 0.80; C -1.47; O -0.58; H 0.45; H 0.44; H 0.38; H -0.04; H 0.81; H 0.38; H 0.46; H -1.66; H 0.28; H 0.39; H 0.42; H 0.43; H 0.27; H 0.26; H 0.43; H 0.34; H 0.41; H 0.34; Mn 0.21

=====

Entry 2:
Computed, not measured: 2 unconnected molecules or ions with the total composition C10H18ClNO2 in a non-equilibrium geometry, with ωB97M-V with the def2-TZVPD basis set.

Element x y z (Å)
C -0.841 -1.761 0.492
C -0.096 -0.788 1.468
C -0.079 -1.650 -0.860
C -0.305 0.647 1.070
C -0.145 -0.147 -1.449
C 0.117 0.877 -0.359
C -1.874 1.185 1.292
C 0.637 1.450 1.991
C 0.925 0.104 -2.467
C -1.631 0.153 -1.876
N 3.233 -0.399 0.879
O 3.265 -0.058 -0.304
O 4.067 -1.016 1.436
Cl 0.678 2.418 -0.728
H -0.767 -2.838 0.781
H -1.992 -1.501 0.410
H -0.457 -0.861 2.427
H 0.918 -1.201 1.424
H 0.998 -1.925 -0.678
H -0.633 -2.349 -1.540
H -1.932 1.835 2.095
H -2.350 0.301 1.595
H -2.315 1.670 0.420
H 0.560 2.469 1.925
H 1.726 1.190 1.792
H 0.421 1.158 3.031
H 1.001 1.115 -2.944
H 1.007 -0.658 -3.249
H 1.759 0.074 -1.927
H -2.031 1.123 -1.544
H -2.277 -0.625 -1.594
H -1.590 0.008 -3.012

Cartesian forces (eV/Å) of the 2 atoms listed first:
-0.774 0.426 -0.112
-1.179 -1.845 -2.679

Calculated values
highest occupied orbital energy (spin up / spin down): -10.08 / -6.93 eV
orbital gap (spin up / spin down): 0.36225 / 0.16126 hartree
energy above the lowest of the compared OMol25 structures with the same formula, charge and spin: 255.1 kJ/mol

For each atom in turn, the Mulliken charge in e is: C -0.56; C -1.22; C -1.00; C 2.21; C 2.20; C -1.15; C -1.56; C -2.01; C -1.98; C -1.51; N 0.69; O -0.29; O -0.44; Cl -0.20; H 0.37; H 0.24; H 0.55; H 0.17; H 0.27; H 0.35; H 0.50; H 0.41; H 0.24; H 0.61; H 0.30; H 0.47; H 0.39; H 0.40; H 0.58; H 0.17; H 0.37; H 0.43

=====

Entry 3:
Computed, not measured: 2 unconnected molecules or ions with the total composition C10H18N in a non-equilibrium geometry, with ωB97M-V with the def2-TZVPD basis set.

Element x y z (Å)
C 1.802 0.954 -0.134
C 2.372 2.214 -0.906
C 0.620 0.396 -0.816
C 0.643 -1.016 -1.159
C -0.542 1.137 -1.082
C -0.244 -1.600 -2.040
C -1.457 0.554 -1.931
C -1.376 -0.824 -2.317
H 2.623 0.234 -0.056
H 1.604 1.245 0.905
H 3.224 1.818 -1.462
H 1.319 -1.676 -0.613
H -0.799 2.093 -0.649
H -0.248 -2.663 -2.235
H -2.249 1.119 -2.423
H -2.174 -1.256 -2.918
H 2.716 2.973 -0.232
H 1.667 2.587 -1.653
C -1.156 -0.757 3.032
C -0.613 0.644 2.883
N -0.318 -1.674 2.212
H -1.077 -1.075 4.059
H -2.198 -0.848 2.728
H -0.714 1.048 1.878
H 0.452 0.726 3.136
H -0.061 -1.335 1.262
H 0.607 -1.799 2.630
H -0.765 -2.576 2.014
H -0.997 1.310 3.656

Cartesian forces (eV/Å) of the 2 atoms listed first:
0.839 0.674 -0.154
-0.043 -1.272 -0.492

Calculated values
highest occupied orbital energy (spin up / spin down): -17.79 / -17.92 eV
orbital gap (spin up / spin down): 0.37403 / 0.24525 hartree
spin multiplicity: 2
total charge: +2
expectation value of S²: 0.767

For each atom in turn, the Mulliken charge in e is: C -0.41; C -1.16; C 0.40; C -0.04; C -0.24; C -0.96; C -0.53; C -0.16; H 0.45; H 0.10; H 0.34; H 0.59; H 0.58; H 0.40; H 0.43; H 0.46; H 0.36; H 0.39; C -0.34; C -0.97; N -0.13; H 0.37; H 0.31; H 0.16; H 0.34; H -0.02; H 0.44; H 0.41; H 0.42

=====

Entry 4:
Computed, not measured: C10H18N2O in the gas phase in a non-equilibrium geometry, with ωB97M-V with the def2-TZVPD basis set.

Element x y z (Å)
C 2.750 -0.870 0.727
C 1.524 -0.416 -0.172
C 2.156 0.164 -1.454
C 0.790 0.776 0.601
C 0.035 1.623 -0.410
C -1.149 0.895 -1.041
C -1.663 -0.274 -0.154
C -3.035 -0.874 -0.457
C -1.628 0.163 1.359
C -0.115 0.294 1.722
N -0.812 -1.378 -0.571
O -0.147 -2.228 0.361
N 0.578 -1.483 -0.581
H 2.768 -1.943 0.447
H 2.464 -0.812 1.745
H 3.559 -0.170 0.464
H 2.887 -0.427 -1.868
H 2.644 1.103 -1.235
H 1.374 0.030 -2.279
H 1.640 1.452 1.151
H 0.605 2.038 -1.165
H -0.241 2.439 0.093
H -2.086 1.430 -1.154
H -0.716 0.581 -2.052
H -3.384 -1.755 0.149
H -3.081 -1.246 -1.544
H -3.734 -0.078 -0.530
H -2.247 -0.643 1.764
H -1.992 1.194 1.602
H -0.099 1.012 2.527
H 0.357 -0.599 1.952

Cartesian forces (eV/Å) of the 2 atoms listed first:
-2.360 -0.920 -2.085
0.305 2.366 2.130

Calculated values
highest occupied orbital energy: -8.79 eV
orbital gap: 0.35340 hartree
energy above the lowest of the compared OMol25 structures with the same formula, charge and spin: 675.8 kJ/mol

For each atom in turn, the Mulliken charge in e is: C -1.51; C 1.57; C -2.08; C 0.37; C -1.75; C -0.97; C 1.30; C -1.69; C -0.71; C -1.38; N -0.09; O -0.40; N -0.26; H 0.42; H 0.37; H 0.37; H 0.57; H 0.38; H 0.31; H 0.50; H 0.67; H 0.57; H 0.46; H 0.19; H 0.35; H 0.34; H 0.46; H 0.41; H 0.31; H 0.46; H 0.44

=====

Entry 5:
Computed, not measured: C10H18N2O in the gas phase in a non-equilibrium geometry, with ωB97M-V with the def2-TZVPD basis set.

Element x y z (Å)
C 1.760 -2.340 -0.857
C 0.502 -2.841 -0.731
O -0.416 -2.026 -1.386
C 0.302 -0.847 -1.784
N 0.069 0.174 -0.757
C -1.007 1.133 -1.124
C -0.745 2.412 -0.291
C -0.824 2.270 1.245
C -2.132 1.657 1.803
C -2.153 0.163 1.548
C -2.861 -0.157 0.205
C -2.426 0.602 -1.050
N 1.703 -1.218 -1.659
H 2.610 -2.744 -0.357
H 0.194 -3.729 -0.170
H 0.123 -0.511 -2.803
H -0.149 -0.277 0.105
H -0.839 1.422 -2.151
H 0.264 2.750 -0.532
H -1.449 3.174 -0.671
H 0.011 1.685 1.590
H -0.703 3.267 1.659
H -2.109 1.850 2.888
H -2.973 2.127 1.362
H -2.695 -0.266 2.387
H -1.170 -0.216 1.596
H -3.944 0.061 0.301
H -2.721 -1.225 0.064
H -3.090 1.447 -1.122
H -2.588 -0.051 -1.901
H 2.284 -0.439 -1.356

Cartesian forces (eV/Å) of the 2 atoms listed first:
-2.667 -1.318 0.700
1.730 0.307 0.345

Calculated values
highest occupied orbital energy: -7.46 eV
orbital gap: 0.31128 hartree
energy above the lowest of the compared OMol25 structures with the same formula, charge and spin: 144.2 kJ/mol

For each atom in turn, the Mulliken charge in e is: C -0.34; C -0.32; O -0.39; C 0.14; N -0.33; C 0.07; C -1.30; C -0.67; C -0.74; C -0.84; C -0.56; C -1.04; N -0.38; H 0.37; H 0.36; H 0.40; H 0.01; H 0.61; H 0.37; H 0.41; H 0.35; H 0.39; H 0.37; H 0.38; H 0.45; H 0.39; H 0.36; H 0.30; H 0.56; H 0.31; H 0.29

=====

Entry 6:
Computed, not measured: C10H18N2O3 in the gas phase in a non-equilibrium geometry, with ωB97M-V with the def2-TZVPD basis set.

Element x y z (Å)
C 2.219 3.009 -0.850
C 0.859 2.542 -0.487
C 0.490 3.086 0.873
C 0.773 1.057 -0.380
N 1.367 0.469 -1.672
C -0.703 0.730 -0.507
O -1.542 1.473 -1.003
N -1.095 -0.384 0.134
C -2.434 -0.724 0.420
C -2.484 -1.635 1.657
C -1.171 -2.439 1.444
C -0.245 -1.293 0.926
C 0.930 -1.877 0.102
O 2.048 -2.026 0.460
O 0.376 -2.399 -1.043
H 2.375 4.097 -0.908
H 2.888 2.695 -0.044
H 2.638 2.689 -1.757
H 0.027 2.856 -1.245
H 1.322 2.860 1.714
H 0.503 4.127 0.793
H -0.535 2.696 1.193
H 1.423 0.651 0.436
H 1.073 -0.563 -1.679
H 2.425 0.562 -1.606
H -2.782 -1.292 -0.471
H -3.111 0.162 0.358
H -2.414 -1.000 2.625
H -3.342 -2.311 1.579
H -0.698 -2.946 2.372
H -1.345 -3.217 0.719
H 0.146 -0.740 1.738
H 1.036 -3.042 -1.546

Cartesian forces (eV/Å) of the 2 atoms listed first:
1.179 1.275 1.033
-1.581 0.916 -0.560

Calculated values
highest occupied orbital energy: -9.27 eV
orbital gap: 0.35579 hartree
energy above the lowest of the compared OMol25 structures with the same formula, charge and spin: 191.9 kJ/mol

For each atom in turn, the Mulliken charge in e is: C -1.87; C 1.01; C -1.41; C -0.09; N -0.82; C -0.24; O -0.69; N 0.32; C -0.81; C -0.51; C -0.85; C 0.19; C -0.01; O -0.54; O -0.49; H 0.42; H 0.37; H 0.45; H 0.33; H 0.24; H 0.49; H 0.31; H 0.59; H 0.36; H 0.29; H 0.29; H 0.45; H 0.26; H 0.38; H 0.33; H 0.36; H 0.49; H 0.39